Here is C2H17HgO7V as an isolated structure from the Open Molecules 2025 dataset. Energies are from ωB97M-V with the def2-TZVPD basis set.

ORCA input file:
```
! RIJCOSX wB97M-V def2-TZVPD def2/J DEFGRID3
* xyz 3 4
Hg -0.549 -1.978 2.433
V -2.699 -2.664 -0.330
C -0.023 0.917 -0.045
C -0.887 -0.215 -0.591
O -1.360 -1.157 0.366
H 0.836 0.504 0.489
H -0.570 1.441 0.743
H 0.323 1.634 -0.784
H -0.449 -0.696 -1.466
H -1.764 0.384 -0.901
O 1.700 2.126 -3.890
H 2.569 1.864 -4.230
H 1.307 1.308 -3.570
O 3.579 -0.322 0.777
H 2.978 0.061 0.130
H 3.536 0.264 1.559
O -2.521 -2.285 -2.553
H -2.083 -2.761 -3.277
H -3.032 -1.581 -2.982
O -4.292 -1.179 -0.245
H -3.836 -0.426 -0.654
H -5.102 -0.797 0.138
O 0.846 -0.305 3.173
H 1.366 0.315 2.625
H 0.644 0.183 3.986
O 3.072 1.492 2.788
H 3.274 1.439 3.733
H 3.138 2.433 2.579
*
```

Summary:
HOMO-LUMO gap (spin up / spin down) (eV): 2.096 / 4.921
LUMO level (spin up / spin down) (eV): -16.1 / -14.0
HOMO level (spin up / spin down) (eV): -18.16 / -18.91